No. 1
{"formula": "C20H72N10O16", "method": "wB97M-V/def2-TZVPD", "homo_energy_ev": -8.97, "charge": 0, "fmax_ev_per_a": 9.13, "energy_ev": -69563.9005, "e_above_lowest_kj_mol": 93.3, "elements": ["C", "C", "O", "H", "H", "H", "H", "H", "H", "C", "C", "O", "H", "H", "H", "H", "H", "H", "C", "C", "O", "H", "H", "H", "H", "H", "H", "C", "C", "O", "H", "H", "H", "H", "H", "H", "C", "O", "N", "N", "H", "H", "H", "H", "C", "O", "N", "N", "H", "H", "H", "H", "C", "O", "N", "N", "H", "H", "H", "H", "C", "O", "N", "N", "H", "H", "H", "H", "C", "O", "N", "N", "H", "H", "H", "H", "C", "O", "H", "H", "H", "H", "C", "O", "H", "H", "H", "H", "C", "O", "H", "H", "H", "H", "C", "O", "H", "H", "H", "H", "C", "O", "H", "H", "H", "H", "C", "O", "H", "H", "H", "H", "C", "O", "H", "H", "H", "H"], "positions_angstrom": [[-18.7320, 11.8180, -3.4340], [-19.1900, 11.5740, -2.0350], [-20.3600, 12.3030, -1.8240], [-17.9130, 11.0920, -3.5310], [-18.3360, 12.7750, -3.6770], [-19.4870, 11.6650, -4.1900], [-18.3320, 11.6620, -1.3270], [-19.3740, 10.5490, -1.8320], [-21.1710, 11.7800, -2.0120], [-21.0960, 6.3610, -2.2440], [-20.2270, 7.4660, -2.6150], [-21.0010, 8.2840, -3.4550], [-20.7450, 5.8380, -1.4110], [-21.1870, 5.6200, -3.0120], [-22.1150, 6.6280, -1.9940], [-19.3010, 7.1170, -3.1970], [-19.7670, 8.0300, -1.7740], [-20.4480, 8.9870, -3.7090], [-17.0540, 9.7480, -0.3610], [-16.2920, 9.0640, 0.6980], [-17.1730, 8.0390, 1.0370], [-17.0290, 9.2310, -1.3590], [-16.6080, 10.7440, -0.5370], [-18.0350, 9.9390, -0.1460], [-16.1430, 9.8560, 1.4450], [-15.2540, 8.7500, 0.5280], [-16.6510, 7.4060, 1.5740], [-19.6780, 4.5580, -5.7640], [-18.3090, 4.7140, -5.1820], [-17.2170, 4.6970, -6.1400], [-20.3600, 4.7470, -4.9880], [-19.7660, 3.5730, -6.1510], [-19.9190, 5.2050, -6.6170], [-18.2000, 3.9060, -4.4040], [-18.2640, 5.6800, -4.7230], [-17.4430, 5.3290, -6.8530], [-16.2460, 7.8720, -4.3690], [-17.3310, 8.5010, -3.8090], [-15.8150, 6.6900, -4.0210], [-15.5800, 8.3870, -5.3560], [-16.2990, 6.1070, -3.3520], [-14.9800, 6.2660, -4.5030], [-15.8510, 9.3580, -5.5090], [-14.8470, 7.9080, -5.8880], [-13.2990, 5.6640, -5.9250], [-12.3260, 6.4690, -6.5410], [-14.4620, 5.5810, -6.4630], [-13.2170, 5.2200, -4.7470], [-14.5600, 5.9460, -7.4040], [-15.3080, 5.1820, -6.0810], [-12.2620, 5.4290, -4.3340], [-13.6960, 4.3740, -4.4830], [-12.7310, 8.6650, -9.3510], [-13.3950, 9.4950, -10.2380], [-11.6780, 7.9190, -9.5850], [-13.1630, 8.4710, -8.1290], [-11.1680, 8.1220, -10.4600], [-11.0450, 7.5020, -8.8540], [-13.9530, 9.0910, -7.8470], [-12.6810, 7.8150, -7.5030], [-14.7310, 5.7120, -9.9190], [-15.5620, 4.7880, -10.5390], [-15.1190, 6.4540, -8.9090], [-13.5150, 6.0680, -10.3590], [-16.1320, 6.3320, -8.8460], [-14.6600, 7.3510, -8.7240], [-13.1000, 5.8100, -11.2350], [-12.8990, 6.7870, -9.8400], [-17.5030, 12.1080, -6.4290], [-16.5090, 11.2910, -5.9720], [-17.2020, 13.2430, -6.9040], [-18.7520, 11.9060, -6.5570], [-16.2200, 13.4980, -6.8850], [-17.8180, 13.7630, -7.5290], [-19.0920, 11.0060, -6.0530], [-19.3950, 12.7220, -6.5680], [-14.6010, 11.2960, -3.2360], [-14.0550, 11.8580, -4.3940], [-15.4720, 11.9050, -2.9320], [-13.8870, 11.2260, -2.4610], [-15.0040, 10.3170, -3.3390], [-14.7870, 11.8840, -5.0280], [-13.4260, 8.1430, -1.6830], [-14.6710, 7.5010, -1.6990], [-13.6000, 9.2030, -1.8910], [-12.8000, 7.8240, -2.5030], [-12.9050, 8.0810, -0.7610], [-14.9120, 7.3860, -2.6200], [-17.3940, 5.9830, -1.1340], [-17.0100, 5.0380, -2.1060], [-18.2780, 5.7070, -0.5610], [-17.5260, 7.0200, -1.5110], [-16.5600, 6.1110, -0.3620], [-16.7140, 4.3150, -1.6750], [-19.0080, 8.4000, -6.5400], [-19.0790, 9.3280, -5.4650], [-19.2980, 7.3290, -6.2330], [-18.0360, 8.4220, -6.9910], [-19.7190, 8.7200, -7.3200], [-18.4910, 8.9350, -4.8170], [-16.4130, 9.3630, -8.8370], [-15.4510, 9.7570, -7.9180], [-16.6770, 8.2940, -8.7140], [-16.1380, 9.4620, -9.9190], [-17.3040, 9.9290, -8.5330], [-15.7920, 10.4680, -7.3520], [-11.8710, 9.2180, -4.9040], [-11.0870, 8.1080, -4.5370], [-11.2640, 10.0850, -5.1210], [-12.5610, 9.4860, -4.1170], [-12.5070, 9.0000, -5.7790], [-10.3740, 8.0890, -5.1680], [-15.4160, 2.8860, -3.4560], [-14.7620, 2.5710, -4.6560], [-15.0990, 2.2600, -2.6000], [-16.5350, 2.9340, -3.5390], [-15.0350, 3.8500, -3.2180], [-15.1390, 1.7420, -4.9880]]}

***

No. 2
{"formula": "C20H80F2N41O24S2", "method": "wB97M-V/def2-TZVPD", "homo_energy_ev": -6.92, "charge": -1, "fmax_ev_per_a": 11.47, "energy_ev": -159385.9323, "elements": ["N", "S", "O", "O", "F", "S", "O", "O", "F", "C", "O", "N", "N", "H", "H", "H", "H", "C", "O", "N", "N", "H", "H", "H", "H", "C", "O", "N", "N", "H", "H", "H", "H", "C", "O", "N", "N", "H", "H", "H", "H", "C", "O", "N", "N", "H", "H", "H", "H", "C", "O", "N", "N", "H", "H", "H", "H", "C", "O", "N", "N", "H", "H", "H", "H", "C", "O", "N", "N", "H", "H", "H", "H", "C", "O", "N", "N", "H", "H", "H", "H", "C", "O", "N", "N", "H", "H", "H", "H", "C", "O", "N", "N", "H", "H", "H", "H", "C", "O", "N", "N", "H", "H", "H", "H", "C", "O", "N", "N", "H", "H", "H", "H", "C", "O", "N", "N", "H", "H", "H", "H", "C", "O", "N", "N", "H", "H", "H", "H", "C", "O", "N", "N", "H", "H", "H", "H", "C", "O", "N", "N", "H", "H", "H", "H", "C", "O", "N", "N", "H", "H", "H", "H", "C", "O", "N", "N", "H", "H", "H", "H", "C", "O", "N", "N", "H", "H", "H", "H"], "positions_angstrom": [[27.0314, -2.5026, 24.8835], [25.6687, -2.6603, 25.4939], [24.6236, -1.6959, 25.2911], [25.5755, -3.5143, 26.7033], [25.1474, -3.8038, 24.5027], [27.4145, -1.1577, 25.9011], [27.7313, -1.5031, 27.3140], [26.6622, 0.1219, 25.7638], [28.8274, -0.9149, 25.2812], [29.2019, -5.6299, 25.6231], [29.9790, -6.3143, 26.1420], [29.3361, -4.3241, 25.6588], [28.1549, -6.2188, 25.0121], [30.2365, -3.9148, 25.8633], [28.5770, -3.6990, 25.4282], [27.6295, -5.6310, 24.3807], [28.1139, -7.2106, 25.1986], [28.4206, -1.5722, 21.8453], [28.7813, -1.0238, 20.8092], [27.1872, -1.7406, 22.2842], [29.1042, -2.1895, 22.7120], [26.4251, -1.4013, 21.7148], [27.1255, -2.0451, 23.2452], [30.0966, -2.0145, 22.6452], [28.6245, -2.4530, 23.5608], [31.4744, -0.2276, 26.2050], [30.8085, 0.7321, 26.6321], [32.0519, -0.4208, 25.0873], [31.3883, -1.4174, 26.7650], [32.5842, -1.2775, 25.1390], [31.7650, 0.0853, 24.2617], [32.1101, -2.0995, 26.5810], [30.9693, -1.3834, 27.6833], [29.8176, 1.4027, 23.1455], [30.8040, 0.6658, 22.8694], [29.8684, 2.3547, 23.9891], [28.5564, 1.1327, 22.8316], [30.7979, 2.5152, 24.3500], [29.0162, 2.8896, 24.0773], [27.8223, 1.8031, 23.0095], [28.3228, 0.2952, 22.3177], [26.5730, -4.2865, 30.0219], [25.7718, -3.4233, 30.0093], [26.9951, -4.8328, 28.8911], [27.0959, -4.7633, 31.0725], [27.6849, -5.5242, 29.1484], [26.7239, -4.4246, 28.0080], [26.8934, -4.4732, 32.0185], [27.8855, -5.3860, 31.1663], [31.7814, 1.1547, 30.5166], [32.1204, 2.3728, 30.4761], [31.9452, 0.3479, 31.4932], [31.2518, 0.5510, 29.5449], [32.3230, 0.6421, 32.3825], [31.9185, -0.6255, 31.2251], [31.1580, -0.4219, 29.7993], [31.2744, 0.7594, 28.5569], [21.4835, -0.6912, 24.5351], [22.1780, -0.6922, 23.5443], [21.9147, -0.2963, 25.6730], [20.2916, -1.0955, 24.7152], [21.3207, -0.2411, 26.4880], [22.9238, -0.2758, 25.7113], [19.9415, -0.8053, 25.6171], [19.7301, -1.2440, 23.8889], [22.6595, -3.5989, 21.7824], [22.7824, -4.3250, 20.8652], [23.4181, -2.5684, 22.0717], [21.8253, -3.6896, 22.7596], [23.9807, -2.2163, 21.3104], [23.0987, -1.8430, 22.6977], [21.3174, -4.5625, 22.7600], [21.7489, -3.0888, 23.5679], [30.3213, -2.8225, 31.0808], [31.2776, -2.1416, 30.7636], [29.6564, -3.4066, 30.1688], [29.8693, -2.9278, 32.3010], [29.9265, -3.4085, 29.1956], [28.7792, -3.8837, 30.3203], [30.4751, -2.5763, 33.0287], [29.0741, -3.5309, 32.4559], [24.8450, 2.3713, 24.2925], [25.8195, 2.8998, 24.7058], [24.1104, 2.9625, 23.3554], [24.5570, 1.0532, 24.4405], [23.5515, 2.2976, 22.8401], [24.4841, 3.7312, 22.8173], [23.8341, 0.5029, 23.9994], [25.4115, 0.6588, 24.8070], [26.5265, -5.4036, 21.1543], [26.1304, -6.4757, 20.8638], [27.7325, -5.2015, 21.4516], [25.8241, -4.3075, 21.1498], [28.3695, -5.8456, 21.0049], [27.9684, -4.5449, 22.1818], [26.2161, -3.6017, 21.7568], [24.8674, -4.5026, 20.8918], [24.2138, 1.5223, 28.2231], [23.6412, 1.4983, 29.3058], [24.8202, 2.5336, 27.7078], [24.5538, 0.4177, 27.6593], [24.6989, 3.4227, 28.1712], [24.9569, 2.6175, 26.7106], [25.2412, 0.5059, 26.9246], [23.9452, -0.3631, 27.8591], [26.2173, -9.0864, 28.4697], [27.4267, -9.0312, 28.3699], [25.5579, -9.6773, 29.4152], [25.4668, -8.6605, 27.5170], [26.2139, -9.7981, 30.1737], [24.5661, -9.8270, 29.5334], [24.4847, -8.4399, 27.6005], [26.0873, -8.3792, 26.7714], [25.2015, -8.8304, 23.1869], [25.8285, -9.4231, 22.3219], [24.5135, -9.3593, 24.2405], [24.9611, -7.5791, 23.0803], [24.4056, -10.3587, 24.1421], [23.8259, -8.8802, 24.8042], [25.3679, -7.1366, 22.2686], [24.2292, -7.1588, 23.6351], [28.3100, 3.2327, 27.6608], [27.4069, 3.9867, 28.0365], [29.4222, 3.0829, 28.2041], [28.1979, 2.4349, 26.6475], [30.0634, 2.3532, 27.9274], [29.6678, 3.6725, 28.9864], [27.3550, 2.5048, 26.0956], [29.0216, 1.9001, 26.4118], [27.6718, 0.1685, 30.8844], [27.4384, -0.2453, 31.9908], [27.1769, -0.3670, 29.9197], [28.3739, 1.2657, 30.6252], [26.3685, -0.9674, 29.9974], [27.5687, -0.1566, 29.0129], [28.7839, 1.8165, 31.3659], [28.4722, 1.5867, 29.6726], [32.7184, -2.2399, 21.2356], [33.3085, -1.1568, 21.2521], [32.7741, -3.1523, 20.2669], [32.0394, -2.5709, 22.2286], [33.1961, -2.8951, 19.3861], [32.5043, -4.1222, 20.3485], [32.1563, -1.9424, 23.0105], [31.8641, -3.5655, 22.2099], [22.3797, -7.0569, 26.2590], [22.9298, -8.1584, 26.2595], [21.2372, -6.7292, 25.7021], [22.9289, -5.9911, 26.6249], [20.5965, -7.5080, 25.7573], [20.9505, -5.7776, 25.8818], [23.9255, -5.8953, 26.7579], [22.2642, -5.3009, 26.9440], [20.7206, 2.6431, 21.8776], [20.4770, 3.4419, 22.7814], [21.3551, 1.5516, 21.9670], [20.5026, 2.8423, 20.6532], [20.8898, 0.7963, 21.4842], [21.7154, 1.2186, 22.8498], [20.1974, 3.7965, 20.5247], [20.6450, 2.1562, 19.9258], [22.4394, -2.0715, 28.6997], [21.3790, -1.5643, 28.8176], [22.6555, -2.9748, 27.8704], [23.6057, -1.7227, 29.2021], [21.9787, -3.4794, 27.3160], [23.5689, -3.3776, 28.0236], [24.4527, -2.2682, 29.2722], [23.5018, -0.9323, 29.8223]]}

***

No. 3
{"formula": "C20H8BrCl5N3NiO3S3", "method": "wB97M-V/def2-TZVPD", "homo_energy_ev": [-5.75, -5.77], "charge": -1, "fmax_ev_per_a": 0.60, "multiplicity": 3, "energy_ev": -237690.1109, "e_above_lowest_kj_mol": 15.0, "elements": ["Ni", "Cl", "C", "C", "Cl", "C", "Cl", "C", "O", "C", "Cl", "C", "Cl", "Br", "C", "C", "N", "C", "C", "C", "C", "O", "O", "H", "H", "H", "S", "C", "S", "C", "N", "N", "C", "C", "C", "C", "C", "C", "S", "H", "H", "H", "H", "H"], "positions_angstrom": [[-0.1994, -0.3073, -0.3450], [-5.0278, 4.8292, 0.1266], [-4.1756, 3.3309, 0.0143], [-2.7904, 3.3029, 0.0779], [-1.8844, 4.7605, 0.2661], [-2.1287, 2.0899, -0.0067], [-0.3835, 2.0289, 0.0698], [-2.7739, 0.8493, -0.1500], [-2.1444, -0.2744, -0.2126], [-4.1856, 0.9150, -0.2161], [-5.0253, -0.5794, -0.3960], [-4.8629, 2.1209, -0.1381], [-6.5850, 2.1375, -0.2342], [7.2725, 0.6082, 1.7623], [5.5268, 0.6706, 1.0326], [5.2563, 1.5500, -0.0044], [4.0451, 1.6526, -0.5416], [3.0831, 0.8637, -0.0590], [3.2647, -0.0469, 0.9686], [4.5301, -0.1369, 1.5332], [2.1674, -0.9130, 1.5460], [2.3947, -1.4997, 2.5865], [1.0435, -0.9772, 0.9028], [6.0372, 2.1820, -0.4122], [2.1152, 0.9723, -0.5281], [4.6960, -0.8346, 2.3424], [4.9463, -0.8575, -4.8956], [3.3955, -1.2063, -4.4052], [2.5194, -0.1215, -3.3829], [1.1517, -1.1945, -3.3372], [1.3275, -2.2609, -4.0322], [2.5818, -2.2695, -4.6386], [2.8429, -3.4257, -5.4480], [3.9023, -3.4757, -6.3468], [4.0954, -4.6157, -7.1186], [3.2516, -5.7072, -7.0083], [2.1982, -5.6512, -6.1036], [1.9895, -4.5244, -5.3273], [-0.3550, -0.8261, -2.5467], [4.5698, -2.6362, -6.4446], [4.9268, -4.6380, -7.8132], [3.4067, -6.5881, -7.6188], [1.5285, -6.4959, -5.9933], [1.1693, -4.4840, -4.6295]]}